Entry 1:
{"formula": "C43H45N5OPdS", "method": "wB97M-V/def2-TZVPD", "species": ["Pd", "C", "C", "C", "C", "C", "C", "C", "C", "S", "C", "N", "C", "C", "C", "C", "C", "C", "C", "C", "H", "H", "H", "H", "H", "H", "H", "H", "H", "H", "H", "H", "H", "H", "H", "H", "C", "C", "C", "C", "C", "C", "C", "C", "C", "C", "N", "C", "C", "C", "C", "C", "N", "H", "H", "H", "H", "H", "H", "H", "H", "H", "H", "H", "H", "H", "H", "H", "H", "H", "C", "N", "N", "C", "O", "C", "C", "C", "C", "C", "C", "C", "C", "C", "H", "H", "H", "H", "H", "H", "H", "H", "H", "H", "H", "H"], "positions_angstrom": [[-0.273, -0.106, 0.304], [6.129, 4.385, 0.495], [5.413, 3.538, 1.558], [6.364, 3.322, 2.745], [4.197, 4.323, 2.053], [5.029, 2.184, 0.956], [6.034, 1.361, 0.426], [5.681, 0.161, -0.173], [4.363, -0.263, -0.301], [4.218, -1.633, -1.440], [1.523, -1.105, 0.260], [2.037, 0.159, 0.427], [3.318, 0.496, 0.325], [3.730, 1.731, 0.917], [0.078, -2.524, -1.185], [-0.123, -3.682, -1.928], [-1.363, -4.314, -1.917], [-2.395, -3.781, -1.158], [-2.203, -2.590, -0.458], [-0.975, -1.926, -0.454], [6.366, 5.378, 0.893], [5.495, 4.502, -0.386], [7.058, 3.910, 0.180], [6.719, 4.284, 3.133], [7.228, 2.730, 2.444], [5.849, 2.787, 3.546], [4.520, 5.264, 2.511], [3.643, 3.751, 2.798], [3.526, 4.556, 1.225], [7.079, 1.646, 0.464], [6.456, -0.462, -0.607], [2.922, 2.297, 1.362], [0.684, -4.110, -2.518], [-1.517, -5.225, -2.487], [-3.356, -4.291, -1.121], [-3.033, -2.166, 0.104], [0.914, -1.354, -5.840], [-0.269, -0.993, -4.936], [-0.295, 0.480, -4.605], [-0.721, 1.379, -5.574], [-0.797, 2.737, -5.324], [-0.436, 3.206, -4.067], [0.011, 2.351, -3.074], [0.550, 2.926, -1.797], [2.032, 3.262, -1.978], [0.083, 0.954, -3.328], [0.368, 0.049, -2.328], [1.356, -0.737, -2.256], [1.413, -1.778, -1.184], [2.631, -2.697, -1.264], [2.650, -3.631, -0.133], [2.095, -3.218, 1.050], [1.641, -1.986, 1.295], [0.897, -2.414, -6.106], [1.858, -1.140, -5.336], [0.885, -0.768, -6.762], [-0.223, -1.578, -4.018], [-1.200, -1.256, -5.448], [-1.006, 0.994, -6.549], [-1.127, 3.422, -6.097], [-0.488, 4.271, -3.858], [0.445, 2.209, -0.975], [-0.005, 3.833, -1.540], [2.610, 2.352, -2.143], [2.434, 3.748, -1.091], [2.172, 3.923, -2.840], [2.222, -0.631, -2.922], [2.706, -3.205, -2.232], [3.165, -4.579, -0.230], [2.073, -3.895, 1.905], [-1.891, 5.162, 1.585], [-2.807, 4.070, 1.265], [-2.475, 2.872, 1.928], [-2.422, 1.808, 0.996], [-2.247, 0.644, 1.298], [-2.724, 2.414, -0.273], [-2.906, 3.732, -0.096], [-3.188, 4.800, -1.090], [-2.697, 2.760, 3.295], [-3.487, 3.692, 3.979], [-3.653, 3.598, 5.350], [-3.046, 2.575, 6.065], [-2.288, 1.632, 5.380], [-2.107, 1.711, 4.012], [-1.806, 5.244, 2.666], [-2.305, 6.091, 1.195], [-0.891, 5.001, 1.167], [-2.756, 1.861, -1.198], [-3.433, 4.348, -2.049], [-2.321, 5.452, -1.232], [-4.024, 5.420, -0.761], [-3.993, 4.467, 3.419], [-4.272, 4.325, 5.862], [-3.173, 2.508, 7.138], [-1.822, 0.823, 5.928], [-1.527, 0.970, 3.478]], "mulliken_charge": [-0.8009, -1.6552, 2.0501, -1.7766, -1.9885, 0.6893, -0.8316, -1.3198, 1.0384, -0.5253, -0.7346, 0.4377, -1.6707, 0.4670, -0.2245, -0.3408, -0.9637, -0.3478, -0.6431, 0.1758, 0.4690, 0.2823, 0.3227, 0.4432, 0.3227, 0.3875, 0.4495, 0.3994, 0.2218, 0.2997, 0.3203, 0.4654, 0.2464, 0.3332, 0.3502, 0.3424, -1.3252, -0.1857, 0.7928, -0.3741, -1.0546, -0.7284, 0.6041, 0.5437, -0.8830, -0.9753, 0.7404, -1.5267, 2.8777, 0.0934, -1.0172, -0.3180, -0.6319, 0.3905, 0.2933, 0.3791, -0.2103, 0.5738, 0.3765, 0.3965, 0.4017, -0.4858, 0.2240, 0.2385, -0.0067, 0.4168, 0.3737, 0.6037, 0.2804, 0.3890, -1.0852, -0.2635, 0.4869, 0.5427, -0.6417, -0.6570, 0.6392, -1.6665, 0.3978, -0.1432, -0.6752, -0.4041, -0.6268, -0.6438, 0.4566, 0.4225, 0.2142, 0.4020, 0.4299, 0.3067, 0.4065, 0.4082, 0.3477, 0.3633, 0.3854, 0.6396], "multiplicity": 1, "max_force_ha_per_bohr": 0.026, "homo_ev": 0.47, "e_tot_ha": -2540.53350, "total_charge": -2, "orbital_gap_ha": 0.1242, "de_lowest_kj_mol": 261.8}

---

Entry 2:
{"formula": "C43H46N3RuSbSi2", "method": "wB97M-V/def2-TZVPD", "species": ["Ru", "C", "C", "N", "C", "C", "C", "C", "C", "C", "C", "N", "C", "C", "C", "C", "C", "C", "C", "C", "N", "C", "H", "H", "H", "H", "H", "H", "H", "H", "H", "H", "H", "H", "C", "C", "C", "C", "C", "C", "Sb", "C", "C", "C", "C", "C", "C", "C", "C", "C", "C", "C", "C", "H", "H", "H", "H", "H", "H", "H", "H", "H", "H", "H", "H", "H", "H", "H", "C", "Si", "C", "C", "C", "Si", "C", "C", "C", "H", "H", "H", "H", "H", "H", "H", "H", "H", "H", "H", "H", "H", "H", "H", "H", "H", "H", "H"], "positions_angstrom": [[-0.095, -0.643, 0.445], [4.049, 0.350, 1.880], [2.917, 0.063, 1.103], [1.724, -0.111, 1.620], [1.533, -0.013, 2.971], [2.622, 0.243, 3.821], [3.891, 0.432, 3.229], [2.427, 0.291, 5.223], [1.182, 0.068, 5.701], [0.076, -0.175, 4.840], [0.192, -0.196, 3.470], [-0.794, -0.365, 2.497], [-2.168, -0.488, 2.716], [-2.875, -0.382, 3.889], [-4.282, -0.574, 3.960], [-5.022, -0.857, 2.865], [-4.364, -0.914, 1.612], [-5.062, -1.141, 0.406], [-4.412, -1.140, -0.788], [-3.027, -0.915, -0.777], [-2.343, -0.729, 0.325], [-2.973, -0.719, 1.539], [5.008, 0.494, 1.404], [2.993, -0.029, 0.026], [4.740, 0.637, 3.870], [3.266, 0.482, 5.879], [1.007, 0.072, 6.769], [-0.860, -0.362, 5.321], [-2.389, -0.125, 4.805], [-4.761, -0.494, 4.928], [-6.090, -1.017, 2.922], [-6.132, -1.310, 0.449], [-4.927, -1.299, -1.724], [-2.465, -0.886, -1.708], [-3.566, 4.962, 0.357], [-2.536, 4.632, 1.229], [-1.565, 3.721, 0.842], [-1.610, 3.144, -0.427], [-2.655, 3.460, -1.290], [-3.628, 4.372, -0.896], [-0.112, 1.755, -0.975], [-0.382, 1.673, -3.066], [-0.462, 0.445, -3.717], [-0.637, 0.390, -5.094], [-0.728, 1.566, -5.826], [-0.642, 2.795, -5.183], [-0.470, 2.852, -3.807], [1.661, 2.890, -0.795], [2.058, 3.304, 0.478], [3.226, 4.035, 0.642], [4.012, 4.341, -0.461], [3.633, 3.912, -1.725], [2.460, 3.185, -1.896], [-4.322, 5.676, 0.658], [-2.492, 5.082, 2.212], [-0.780, 3.465, 1.544], [-2.720, 3.007, -2.272], [-4.434, 4.621, -1.573], [-0.364, -0.483, -3.161], [-0.695, -0.569, -5.593], [-0.860, 1.527, -6.899], [-0.709, 3.712, -5.754], [-0.407, 3.817, -3.317], [1.470, 3.053, 1.354], [3.523, 4.361, 1.630], [4.923, 4.912, -0.335], [4.249, 4.143, -2.584], [2.181, 2.853, -2.889], [1.480, -5.172, 0.332], [0.075, -3.963, 0.178], [-1.314, -4.760, -0.772], [-0.530, -3.685, 1.927], [0.507, -2.365, -0.731], [1.940, -2.359, -1.919], [3.532, -3.015, -1.204], [1.445, -3.415, -3.382], [2.387, -0.645, -2.580], [1.140, -6.000, 0.960], [2.360, -4.734, 0.808], [1.784, -5.591, -0.629], [-1.620, -5.708, -0.323], [-1.017, -4.957, -1.805], [-2.191, -4.105, -0.792], [-0.640, -4.660, 2.411], [-1.504, -3.192, 1.971], [0.172, -3.101, 2.528], [-0.385, -2.223, -1.381], [3.569, -4.102, -1.169], [3.732, -2.639, -0.196], [4.346, -2.674, -1.850], [1.637, -4.471, -3.174], [2.012, -3.150, -4.278], [0.381, -3.316, -3.613], [3.356, -0.319, -2.193], [1.663, 0.140, -2.356], [2.475, -0.679, -3.669]], "mulliken_charge": [0.7369, -1.2222, -0.5906, 1.3418, -0.2479, 1.1695, -0.8526, -0.8543, -1.1369, -0.6238, -0.5018, 1.6055, 0.0829, -0.5586, -1.1381, -0.9080, 1.2328, -0.8125, -1.1775, -0.5767, 0.7144, -0.5169, 0.5724, 0.1768, 0.4401, 0.4510, 0.4120, 0.4516, 0.4160, 0.4165, 0.4503, 0.4409, 0.5421, 0.4460, -0.5493, -0.8241, -0.4706, 1.0141, -0.4529, -0.7815, 1.5685, 0.5410, -0.1605, -1.0277, -0.6268, -0.8324, -0.6654, 1.0979, -0.3739, -0.6367, -0.6335, -0.7864, -0.5267, 0.4057, 0.4381, 0.2038, 0.4624, 0.4298, 0.2614, 0.4618, 0.4075, 0.4510, 0.5827, 0.0705, 0.4609, 0.4195, 0.4376, 0.3668, -1.1748, 0.1828, -1.0756, -0.8243, 0.6358, 0.7210, -1.2869, -1.2994, -0.9789, 0.3938, 0.3359, 0.3046, 0.3830, 0.3056, 0.2623, 0.4957, 0.1793, 0.1587, -0.5848, 0.4236, 0.2396, 0.4699, 0.2990, 0.4044, 0.3018, 0.4785, -0.4280, 0.5643], "multiplicity": 6, "max_force_ha_per_bohr": 0.018, "homo_ev": [-9.47, -9.74], "e_tot_ha": -2744.34194, "total_charge": 1, "orbital_gap_ha": [0.2510, 0.2037]}